No. 1
Formula: C4H4CoO5
Source: the Open Molecules 2025 dataset
Level of theory: the ωB97M-V functional and the def2-TZVPD basis

CARTESIAN COORDINATES (ANGSTROEM)
O  1.21  -0.26  -1.53
C  2.26  0.09  -0.88
O  1.57  0.44  0.45
H  -2.00  1.33  1.06
Co  4.29  -0.37  0.99
O  3.39  -0.28  -0.70
O  -0.50  1.13  -0.34
C  -1.81  0.78  0.14
C  -1.70  -0.73  0.36
O  -0.27  -0.94  0.37
C  0.33  0.12  -0.14
H  -2.54  1.05  -0.63
H  -2.14  -1.31  -0.46
H  -2.10  -1.06  1.32

Properties
HOMO-LUMO gap (spin up / spin down) = 7.013 / 5.076 eV
charge = +2
electronic energy = -1912.816971 Ha
expectation value of S² = 8.762
2S+1 = 6


No. 2
Formula: C4H4CrO
Source: the Open Molecules 2025 dataset
Level of theory: the ωB97M-V functional and the def2-TZVPD basis

CARTESIAN COORDINATES (ANGSTROEM)
H  -3.76  0.02  1.06
C  -3.43  -0.29  -0.05
C  -2.16  0.45  -0.08
C  -1.71  0.91  1.11
C  -0.93  1.16  2.08
O  -0.16  1.30  2.99
Cr  1.35  2.29  3.68
H  -3.29  -1.37  -0.05
H  -4.11  0.09  -0.83
H  -1.97  1.07  -0.97

Properties
HOMO-LUMO gap (spin up / spin down) = 5.749 / 8.982 eV
charge = +2
electronic energy = -1273.656555 Ha
expectation value of S² = 6.381
2S+1 = 5


No. 3
Formula: C4H4CrO5
Source: the Open Molecules 2025 dataset
Level of theory: the ωB97M-V functional and the def2-TZVPD basis

CARTESIAN COORDINATES (ANGSTROEM)
O  1.37  -0.62  0.22
H  -2.26  -0.14  -1.46
O  1.09  1.67  0.03
O  -0.29  0.29  -1.10
C  -1.47  -0.40  -0.75
C  -1.73  0.11  0.66
O  -0.43  0.39  1.15
C  0.48  0.51  0.07
H  -1.31  -1.49  -0.77
H  -2.21  -0.63  1.31
H  -2.33  1.03  0.66
Cr  2.90  1.52  0.09
C  2.80  -0.59  -0.10
O  3.39  -1.65  -0.01

Properties
HOMO-LUMO gap (spin up / spin down) = 7.654 / 7.487 eV
charge = 0
electronic energy = -1575.416633 Ha
expectation value of S² = 6.056
2S+1 = 5
ΔE to the lowest compared entry with this formula, charge and spin = 54.7 kcal per mole


No. 4
Formula: C4H4CuLiO5
Source: the Open Molecules 2025 dataset
Level of theory: the ωB97M-V functional and the def2-TZVPD basis

CARTESIAN COORDINATES (ANGSTROEM)
O  0.85  -3.10  0.28
C  1.13  -1.84  0.56
C  0.64  -3.84  1.49
O  1.24  -0.97  -0.28
O  1.14  -1.60  1.86
C  0.73  -2.77  2.59
H  1.42  -4.61  1.57
H  -0.35  -4.32  1.44
H  1.49  -2.99  3.35
H  -0.23  -2.56  3.07
O  -1.33  3.02  1.77
C  -0.37  2.44  1.15
O  0.81  2.54  1.74
Cu  1.41  1.34  0.10
Li  -0.04  3.59  3.35

Properties
HOMO-LUMO gap = 5.653 eV
charge = 0
electronic energy = -2179.001376 Ha
ΔE to the lowest compared entry with this formula, charge and spin = 7.3 kcal per mole


No. 5
Formula: C4H4CuO2
Source: the Open Molecules 2025 dataset
Level of theory: the ωB97M-V functional and the def2-TZVPD basis

CARTESIAN COORDINATES (ANGSTROEM)
H  6.46  -2.24  0.31
O  7.39  1.19  -0.47
C  6.24  0.46  -0.48
C  5.15  1.25  -0.85
C  3.82  0.80  -0.94
C  2.71  1.61  -1.33
O  1.56  1.00  -1.33
H  8.17  0.60  -0.22
H  5.31  2.32  -1.10
H  3.63  -0.27  -0.70
Cu  -0.64  0.34  -1.36

Properties
HOMO-LUMO gap (spin up / spin down) = 2.406 / 2.194 eV
charge = -2
electronic energy = -1945.352962 Ha
expectation value of S² = 0.758
2S+1 = 2
ΔE to the lowest compared entry with this formula, charge and spin = 116.1 kcal per mole


No. 6
Formula: C4H4F12O14PtS4
Source: the Open Molecules 2025 dataset
Level of theory: the ωB97M-V functional and the def2-TZVPD basis

CARTESIAN COORDINATES (ANGSTROEM)
Pt  -1.13  0.86  -0.77
C  -3.54  -5.16  -1.51
F  -3.19  -6.48  -1.52
F  -4.22  -4.85  -2.62
F  -4.31  -4.86  -0.36
S  -1.94  -4.15  -1.56
O  -2.37  -2.75  -1.39
O  -1.13  -4.61  -0.41
O  -1.34  -4.38  -2.87
C  4.77  -1.07  -2.62
F  5.97  -1.57  -2.32
F  4.88  0.12  -3.07
F  4.28  -1.80  -3.64
S  3.67  -1.04  -0.96
O  3.72  -2.44  -0.53
O  4.35  -0.13  0.00
O  2.32  -0.61  -1.40
C  -2.01  -2.06  4.69
F  -2.94  -2.53  3.91
F  -2.54  -1.22  5.61
F  -1.70  -3.09  5.45
S  -0.48  -1.36  3.71
O  0.32  -0.54  4.65
O  0.39  -2.46  3.26
O  -0.99  -0.65  2.55
C  2.54  5.81  -0.34
F  3.37  5.07  -0.99
F  3.28  6.85  0.10
F  1.56  6.26  -1.17
S  1.83  4.76  1.10
O  1.02  3.81  0.35
O  3.05  4.17  1.73
O  1.09  5.56  2.07
O  -1.76  3.00  -3.11
H  -1.71  3.94  -3.30
H  -2.41  2.67  -3.73
O  -3.92  2.14  0.20
H  -4.78  2.20  -0.21
H  -4.02  2.61  1.04

Properties
HOMO-LUMO gap (spin up / spin down) = 5.190 / 2.499 eV
charge = -2
electronic energy = -4118.455154 Ha
expectation value of S² = 2.037
2S+1 = 3


No. 7
Formula: C4H4F14K4NO18S6
Source: the Open Molecules 2025 dataset
Level of theory: the ωB97M-V functional and the def2-TZVPD basis

CARTESIAN COORDINATES (ANGSTROEM)
K  -0.98  3.70  3.88
K  3.09  4.32  -3.88
K  -1.43  -2.40  -7.16
K  -7.39  1.10  -1.13
N  -8.40  -1.81  3.79
S  -7.51  -0.66  4.74
O  -6.60  0.22  3.99
O  -7.20  -1.02  6.16
F  -8.77  0.25  4.85
S  -7.22  -2.86  3.76
O  -6.95  -3.63  4.99
O  -6.22  -2.48  2.77
F  -8.11  -4.04  3.01
C  -0.03  -1.94  -0.66
F  0.15  -2.03  0.60
F  1.06  -2.26  -1.30
F  -1.01  -2.63  -1.27
S  -0.23  -0.01  -1.10
O  0.88  0.60  -0.45
O  -0.06  0.11  -2.52
O  -1.54  0.41  -0.59
C  5.30  8.68  4.29
F  5.81  9.75  3.72
F  6.35  7.91  4.44
F  4.84  8.95  5.52
S  3.90  7.93  3.28
O  4.11  8.30  1.89
O  4.05  6.46  3.33
O  2.62  8.38  3.78
C  -4.35  4.29  -7.51
F  -3.27  4.84  -6.89
F  -4.16  3.04  -7.94
F  -5.46  4.29  -6.85
S  -4.45  5.32  -9.10
O  -3.11  5.49  -9.74
O  -5.40  4.58  -9.95
O  -4.91  6.64  -8.73
C  3.92  -9.25  2.36
F  4.14  -8.02  1.84
F  2.64  -9.18  2.84
F  3.90  -10.16  1.37
S  5.08  -9.58  3.79
O  5.21  -11.03  3.95
O  6.33  -8.93  3.46
O  4.52  -8.84  4.92
O  5.23  -0.69  -4.03
H  4.59  -1.40  -4.06
H  6.08  -1.13  -3.98
O  7.26  -3.00  0.72
H  6.44  -3.41  0.99
H  7.30  -3.14  -0.22

Properties
HOMO-LUMO gap = 3.099 eV
charge = -1
electronic energy = -7750.807736 Ha
ΔE to the lowest compared entry with this formula, charge and spin = 122.1 kcal per mole


No. 8
Formula: C4H4F2N2
Source: the Open Molecules 2025 dataset
Level of theory: the ωB97M-V functional and the def2-TZVPD basis

CARTESIAN COORDINATES (ANGSTROEM)
F  1.98  -1.32  -1.21
C  1.81  -0.17  -0.50
F  2.29  -0.33  0.77
C  0.36  0.04  -0.22
N  -0.53  0.35  -1.14
C  -1.74  0.39  -0.60
C  -1.57  0.15  0.74
N  -0.24  -0.19  0.96
H  2.29  0.67  -0.91
H  -2.62  0.79  -1.18
H  -2.32  0.02  1.47
H  0.30  -0.40  1.82

Properties
HOMO-LUMO gap = 10.020 eV
charge = 0
electronic energy = -464.056355 Ha
ΔE to the lowest compared entry with this formula, charge and spin = 2.3 kcal per mole


No. 9
Formula: C4H4F2N2OS
Source: the Open Molecules 2025 dataset
Level of theory: the ωB97M-V functional and the def2-TZVPD basis

CARTESIAN COORDINATES (ANGSTROEM)
C  -1.91  -0.32  -0.01
C  -0.81  -2.02  0.12
C  -0.57  0.08  0.03
C  -0.18  1.47  -0.08
N  -2.06  -1.58  0.14
N  0.14  -1.09  0.01
O  2.60  1.15  -0.99
F  0.84  1.78  0.93
F  3.40  -1.06  0.01
S  2.56  0.36  0.19
H  -2.76  0.34  0.13
H  -0.58  -3.00  0.44
H  -0.96  2.06  0.13
H  0.31  1.84  -1.06

Properties
HOMO-LUMO gap (spin up / spin down) = 10.150 / 5.103 eV
charge = 0
electronic energy = -937.354107 Ha
ΔE to the lowest compared entry with this formula, charge and spin = 54.9 kcal per mole


No. 10
Formula: C4H4F3N
Source: the Open Molecules 2025 dataset
Level of theory: the ωB97M-V functional and the def2-TZVPD basis

CARTESIAN COORDINATES (ANGSTROEM)
C  -2.45  0.78  -0.96
C  -1.44  0.09  -0.20
C  -0.27  -0.72  -0.06
N  -1.14  -0.20  1.01
H  -1.96  0.98  -1.90
H  -2.86  1.79  -0.50
H  -3.37  0.24  -1.27
F  2.85  -1.55  1.63
C  2.63  -0.55  0.79
F  3.02  -0.99  -0.38
F  3.45  0.43  1.14
H  1.55  -0.29  0.70

Properties
HOMO-LUMO gap = 10.400 eV
charge = 0
electronic energy = -509.029199 Ha
ΔE to the lowest compared entry with this formula, charge and spin = 62.6 kcal per mole


No. 11
Formula: C4H4F3N
Source: the Open Molecules 2025 dataset
Level of theory: the ωB97M-V functional and the def2-TZVPD basis

CARTESIAN COORDINATES (ANGSTROEM)
C  -1.35  -1.20  0.48
C  -1.19  -0.27  -0.49
C  -0.87  1.03  -0.26
C  1.85  -0.03  -0.03
N  -0.91  2.21  -0.06
F  1.62  -1.08  0.80
F  2.23  -0.54  -1.23
F  2.88  0.69  0.47
H  -1.58  -2.22  0.23
H  -1.23  -0.96  1.52
H  -1.27  -0.53  -1.54
H  -0.18  2.89  0.11

Properties
HOMO-LUMO gap (spin up / spin down) = 6.003 / 9.230 eV
charge = 0
electronic energy = -509.010329 Ha
ΔE to the lowest compared entry with this formula, charge and spin = 74.4 kcal per mole


No. 12
Formula: C4H4F3N
Source: the Open Molecules 2025 dataset
Level of theory: the ωB97M-V functional and the def2-TZVPD basis

CARTESIAN COORDINATES (ANGSTROEM)
C  2.60  1.27  1.81
C  1.33  1.12  1.48
C  0.20  1.29  0.88
C  -1.63  -1.75  -1.54
N  -0.85  0.89  0.38
F  -0.85  -1.74  -2.61
F  -1.63  -2.95  -0.87
F  -2.85  -1.59  -2.04
H  3.20  2.13  1.34
H  2.96  0.58  2.47
H  -1.30  -0.76  -0.96
H  -1.17  1.52  -0.35

Properties
HOMO-LUMO gap (spin up / spin down) = 7.234 / 7.341 eV
charge = 0
electronic energy = -508.966631 Ha
expectation value of S² = 2.021
2S+1 = 3
ΔE to the lowest compared entry with this formula, charge and spin = 13.3 kcal per mole